(1)
{
  "formula": "C33H68ClN3O22P3S6",
  "method": "ωB97M-V/def2-TZVPD",
  "symbols": ["C", "C", "N", "C", "C", "C", "C", "C", "C", "C", "C", "C", "C", "C", "C", "O", "C", "C", "N", "C", "C", "O", "Cl", "P", "S", "N", "P", "C", "C", "P", "C", "C", "C", "H", "H", "H", "H", "H", "H", "H", "H", "H", "H", "H", "H", "H", "H", "H", "H", "H", "H", "H", "H", "H", "H", "H", "H", "H", "H", "H", "H", "H", "H", "H", "H", "H", "H", "H", "H", "H", "H", "H", "H", "H", "H", "H", "H", "H", "H", "H", "H", "C", "C", "O", "S", "O", "O", "O", "H", "H", "H", "H", "C", "C", "O", "S", "O", "O", "O", "H", "H", "H", "H", "C", "C", "O", "S", "O", "O", "O", "H", "H", "H", "H", "C", "C", "O", "S", "O", "O", "O", "H", "H", "H", "H", "C", "C", "O", "S", "O", "O", "O", "H", "H", "H", "H"],
  "xyz": [[-0.9730, 1.2894, 1.2383], [-2.3317, 0.9269, 1.0875], [-2.8286, -0.0967, 0.0928], [-2.4322, -1.5147, 0.3980], [-0.8746, -1.8207, 0.0266], [-0.5888, -3.4057, -0.1767], [0.9363, -3.6624, -0.6165], [1.2932, -2.9022, -2.0063], [2.4555, -1.7968, -1.7397], [1.9382, -0.2772, -1.9591], [3.0567, 0.6696, -2.6646], [3.6617, 1.7816, -1.6688], [2.5617, 2.7559, -1.0160], [2.4217, 4.1671, -1.8165], [1.3075, 5.0180, -1.0012], [1.8453, 5.6431, 0.2054], [0.8837, 5.3595, 1.2713], [-3.5403, 0.2957, -0.9488], [-3.9264, -0.7990, -1.9063], [-5.4046, -0.8525, -2.1111], [-5.7803, -2.1694, -2.9947], [-5.1951, -3.2539, -2.7352], [-6.9802, -2.1439, -4.3780], [-3.0817, -0.4824, -3.4557], [-2.4776, -2.1507, -4.3027], [-3.9268, 1.6566, -1.3015], [-2.5761, 2.6885, -1.8020], [-2.8852, 3.1225, -3.6217], [-2.4925, 4.3206, -0.8580], [-5.0805, 2.4241, -0.1905], [-6.6073, 1.3016, 0.1436], [-5.8815, 3.9828, -0.9931], [-5.8060, 5.1222, 0.1779], [-0.6644, 1.6804, 2.2791], [-0.1584, 1.2154, 0.4458], [-3.1356, 1.3753, 1.7690], [-3.1551, -2.3008, -0.0008], [-2.4776, -1.5997, 1.5534], [-0.4804, -1.1597, -0.8197], [-0.2719, -1.5075, 0.9741], [-1.3705, -3.8562, -0.8808], [-0.7276, -3.8959, 0.8663], [1.1110, -4.7988, -0.7038], [1.6049, -3.3181, 0.2550], [0.3367, -2.3856, -2.3983], [1.5852, -3.6554, -2.8343], [2.9033, -1.8532, -0.6912], [3.2830, -2.0177, -2.5043], [1.5992, 0.1092, -0.9368], [1.0654, -0.3458, -2.7141], [3.9326, -0.0108, -2.9655], [2.6336, 1.2070, -3.5772], [4.2668, 1.3275, -0.8045], [4.3881, 2.4281, -2.2753], [1.5278, 2.2520, -0.9194], [2.8621, 3.0464, 0.0609], [2.0575, 3.9422, -2.8833], [3.4316, 4.6973, -1.8816], [0.5383, 4.2337, -0.6281], [0.7942, 5.7679, -1.7061], [1.1310, 6.0608, 2.1468], [0.8952, 4.2521, 1.5944], [-0.1993, 5.5989, 0.9552], [-5.8628, 0.0719, -2.6016], [-5.8785, -1.0635, -1.0756], [-1.8888, 0.3082, -3.2188], [-3.9532, 0.1842, -4.4024], [-3.3136, 4.1764, -3.7662], [-3.6204, 2.3618, -4.0924], [-1.9310, 3.0608, -4.2634], [-2.4055, 4.1778, 0.2861], [-3.3053, 5.0867, -1.1444], [-1.4923, 4.8183, -1.1697], [-7.0595, 1.1022, -0.9069], [-7.3819, 1.8211, 0.8155], [-6.2326, 0.3034, 0.5545], [-5.3074, 4.3332, -1.9270], [-7.0049, 3.8392, -1.1912], [-6.4369, 4.7833, 1.0803], [-4.7301, 5.2388, 0.5899], [-6.1032, 6.1441, -0.2334], [0.9187, -3.6218, 4.3297], [1.9340, -2.7147, 5.0057], [2.3513, -1.8002, 3.9858], [1.1102, -1.5323, 2.9809], [0.4683, -0.3100, 3.3734], [1.5560, -1.7785, 1.6429], [0.1765, -2.7676, 3.4534], [1.4124, -4.3855, 3.7235], [0.2533, -4.1036, 5.0456], [2.7846, -3.2655, 5.3998], [1.4721, -2.1350, 5.8105], [0.2369, 0.6618, -7.3026], [0.5609, 1.9537, -8.0372], [0.6157, 2.9545, -7.0188], [1.1611, 2.2830, -5.6465], [2.5652, 2.5469, -5.5436], [0.2336, 2.5854, -4.5947], [0.9674, 0.7314, -6.0767], [-0.8283, 0.6008, -7.0616], [0.5304, -0.2212, -7.8714], [-0.1903, 2.2064, -8.7855], [1.5444, 1.9017, -8.5131], [-3.0982, -6.6573, 1.1231], [-2.0069, -7.5528, 0.5567], [-0.8932, -7.3782, 1.4331], [-1.4401, -7.0975, 2.9353], [-1.4172, -8.3317, 3.6607], [-0.8259, -5.8980, 3.4227], [-2.9799, -6.7687, 2.5422], [-2.9326, -5.6113, 0.8484], [-4.0932, -6.9639, 0.7987], [-1.7382, -7.2854, -0.4655], [-2.3024, -8.6055, 0.5912], [4.6684, 6.2963, 1.6097], [5.7109, 5.3649, 1.0110], [6.8557, 5.4995, 1.8533], [6.3639, 5.7975, 3.3720], [6.3651, 4.5604, 4.0959], [7.0326, 6.9727, 3.8415], [4.8251, 6.1790, 3.0252], [4.8614, 7.3361, 1.3305], [3.6546, 6.0240, 1.3146], [5.9581, 5.6241, -0.0187], [5.3803, 4.3225, 1.0540], [5.9697, -5.9079, 7.5575], [5.4652, -6.9402, 6.5609], [4.0939, -7.1452, 6.9027], [3.4802, -5.7605, 7.4834], [2.7895, -5.0918, 6.4167], [2.8737, -6.0296, 8.7503], [4.8869, -4.9925, 7.7330], [6.1880, -6.3671, 8.5256], [6.8562, -5.3851, 7.1966], [6.0197, -7.8770, 6.6152], [5.5044, -6.5536, 5.5381]],
  "atomic_forces_ev_per_a": [[-2.5, -0.6, 0.2], [2.6, 0.9, 1.0], [-0.5, 2.0, -1.0], [1.0, -1.5, 1.3], [0.1, 0.1, 1.2], [0.0, 0.5, 0.9], [-0.4, -0.4, -0.2], [0.0, 0.0, 0.8], [-0.1, 0.2, -1.0], [0.4, -0.7, -1.0], [0.3, 0.0, 1.3], [-0.2, 0.3, 0.1], [0.5, 0.8, 0.0], [-0.9, -0.8, 0.8], [0.3, -1.2, -0.9], [-2.0, -1.2, -0.3], [-0.3, 0.7, 0.7], [-0.1, -0.7, -0.6], [0.3, 2.7, 0.2], [-1.6, -0.8, -0.2], [3.0, -4.3, 1.2], [-3.0, 5.1, -1.1], [1.2, 0.6, 1.6], [1.3, -2.3, -1.4], [-0.4, 0.9, 0.5], [-0.3, -1.5, 0.2], [2.2, -0.1, -0.7], [-0.9, 0.4, -1.0], [-0.1, 1.2, 0.1], [-1.3, 1.3, 2.3], [0.1, -0.5, -2.1], [-0.1, 0.7, 0.3], [0.8, -0.5, 0.1], [-0.7, -0.1, -2.1], [-1.3, -0.5, 1.2], [1.3, -1.3, -1.0], [0.9, 1.5, 0.0], [-0.1, 0.3, -1.9], [-0.8, -1.1, 0.9], [-1.4, -0.5, -2.3], [1.2, 0.6, 0.7], [0.1, 0.7, -1.6], [-0.4, 1.7, 0.0], [-1.1, -0.5, -1.7], [1.5, -0.8, 0.6], [-0.3, 1.2, 1.5], [-0.6, -0.2, -1.5], [-1.1, 0.5, 1.2], [0.3, -0.3, -1.5], [1.0, 0.3, 1.4], [-1.3, 1.1, 0.1], [0.7, -0.9, 1.3], [-0.9, 0.3, -1.4], [-0.9, -0.9, 0.9], [1.5, 0.8, -0.4], [-0.3, -0.6, -1.6], [0.4, 0.5, 1.5], [-1.4, -0.6, 0.2], [1.0, 1.2, -1.0], [0.7, -0.8, 1.3], [-0.2, -1.3, -1.2], [0.2, 1.6, -0.5], [1.6, -0.2, 0.3], [0.7, -1.1, 0.8], [0.6, 0.4, -1.8], [-1.3, 0.1, 0.4], [0.3, 0.2, 1.2], [0.4, -1.5, 0.2], [1.0, 1.3, 0.9], [-1.2, 0.0, 1.4], [-0.4, 0.1, -1.9], [1.2, -1.2, 0.7], [-1.6, -1.1, 0.2], [0.2, 0.2, 1.9], [1.5, -0.7, -0.9], [-0.7, 1.5, -0.2], [-1.1, -0.6, 1.3], [1.8, 0.0, -0.2], [0.8, 0.8, -1.5], [-1.7, -0.3, -0.8], [0.0, -1.5, 0.6], [0.7, -0.7, 0.4], [-0.4, -0.1, 0.7], [-0.7, 0.1, -1.2], [0.7, -0.7, 1.7], [0.2, -0.6, -0.8], [0.2, 0.8, 0.9], [0.3, 1.3, -0.4], [-0.1, 0.0, 0.1], [-0.1, 0.2, -0.2], [0.0, 0.3, -0.3], [0.0, -0.1, 0.0], [-0.6, 0.0, -0.4], [0.4, -0.5, -0.5], [-0.2, -0.4, 1.0], [0.3, -0.2, -0.8], [-1.2, -0.1, 0.3], [0.7, 0.0, -0.4], [0.4, 0.9, 0.2], [0.0, 0.0, -0.1], [0.1, 0.1, 0.3], [0.0, 0.2, 0.3], [-0.1, 0.0, 0.0], [0.1, 0.3, -0.5], [-0.5, -0.4, -0.2], [-0.2, 0.7, 0.7], [-0.1, -0.5, -0.1], [0.0, 1.2, -0.3], [-0.2, -0.9, -0.2], [0.7, -0.4, 0.2], [0.0, -0.1, -0.1], [0.1, 0.0, 0.3], [0.2, 0.1, 0.2], [0.0, 0.1, -0.1], [0.0, 0.4, -0.5], [-0.5, -0.4, -0.1], [-0.2, 0.5, 0.6], [0.0, 0.0, 0.0], [0.0, 1.0, -0.3], [-0.3, -1.0, -0.2], [0.8, -0.6, 0.2], [0.0, -0.1, 0.0], [0.2, 0.0, 0.2], [0.2, 0.1, 0.2], [-0.1, 0.1, -0.1], [0.4, -0.5, 0.3], [0.4, 0.3, -0.5], [-0.3, 0.7, 0.7], [0.4, -0.4, 0.4], [0.2, -0.4, 0.9], [0.1, 0.3, -1.2], [-0.8, -0.3, -0.6], [0.0, 0.0, -0.1], [-0.3, 0.1, 0.0], [-0.3, 0.0, 0.1], [0.1, 0.0, 0.1]],
  "homo_ev": -10.9,
  "e_tot_ha": -6990.4757,
  "charge": 1
}

***

(2)
{
  "formula": "C33H68N4O7PSSi",
  "method": "ωB97M-V/def2-TZVPD",
  "symbols": ["C", "C", "C", "C", "C", "C", "C", "C", "C", "C", "C", "C", "O", "C", "C", "O", "C", "C", "N", "C", "C", "C", "O", "C", "N", "S", "N", "Si", "C", "C", "C", "P", "N", "O", "O", "C", "C", "H", "H", "H", "H", "H", "H", "H", "H", "H", "H", "H", "H", "H", "H", "H", "H", "H", "H", "H", "H", "H", "H", "H", "H", "H", "H", "H", "H", "H", "H", "H", "H", "H", "H", "H", "H", "H", "H", "H", "H", "H", "H", "H", "H", "H", "H", "H", "H", "C", "C", "O", "C", "C", "H", "H", "H", "H", "H", "H", "H", "H", "H", "H", "C", "C", "O", "C", "C", "H", "H", "H", "H", "H", "H", "H", "H", "H", "H"],
  "xyz": [[-4.8182, -7.9722, -4.8046], [-4.4973, -6.5916, -5.3781], [-5.6326, -5.6199, -5.0253], [-4.4790, -6.7247, -6.9093], [-3.1042, -6.0289, -4.9995], [-2.5498, -6.1199, -3.5561], [-1.9291, -7.4866, -3.2703], [-3.5842, -5.8095, -2.4513], [-1.4555, -5.0380, -3.4654], [-1.8230, -3.6987, -3.4210], [-0.8964, -2.6699, -3.3431], [0.4544, -2.9737, -3.3085], [1.4586, -2.0417, -3.2123], [1.0865, -0.6883, -3.1913], [2.3459, 0.1192, -2.9816], [2.7625, 0.1336, -1.6186], [2.2140, 1.1583, -0.8523], [2.9223, 2.5099, -1.1002], [3.2940, 3.2168, 0.1427], [4.6512, 3.7906, 0.0623], [5.7286, 2.7227, 0.1465], [5.4306, 1.3657, 0.6154], [6.1456, 2.3475, 1.4226], [2.3308, 3.9432, 0.7295], [1.0620, 3.7136, 0.4438], [-0.2325, 4.5425, 1.2358], [2.5661, 4.8737, 1.7288], [3.2294, 4.2619, 3.3302], [5.0617, 4.4939, 3.5917], [2.2816, 5.1747, 4.6386], [2.7878, 2.4447, 3.4255], [2.8516, 6.4672, 1.2262], [1.8321, 7.5251, 1.6947], [4.3395, 6.8540, 1.5930], [2.8917, 6.2287, -0.3486], [0.8517, -4.2970, -3.3757], [-0.0905, -5.3072, -3.4537], [-4.2438, -8.7515, -5.3062], [-4.6628, -8.0399, -3.7318], [-5.8720, -8.1920, -4.9875], [-5.3567, -4.5896, -5.2492], [-5.9363, -5.7084, -3.9834], [-6.5123, -5.8742, -5.6180], [-4.2460, -5.7687, -7.3812], [-5.4610, -7.0304, -7.2749], [-3.7561, -7.4726, -7.2339], [-3.0984, -4.9843, -5.3119], [-2.3758, -6.5440, -5.6333], [-1.4484, -7.4810, -2.2914], [-2.6626, -8.2854, -3.3096], [-1.1605, -7.7230, -4.0068], [-4.2916, -5.0372, -2.7358], [-4.0929, -6.7020, -2.0946], [-3.0348, -5.4160, -1.5939], [-2.8693, -3.4237, -3.4537], [-1.2525, -1.6501, -3.3121], [0.3861, -0.4943, -2.3711], [0.6260, -0.3959, -4.1406], [3.1525, -0.3451, -3.5453], [2.2207, 1.1321, -3.3773], [2.3282, 0.8819, 0.1963], [1.1313, 1.2374, -1.0380], [3.8352, 2.2799, -1.6393], [2.3139, 3.1692, -1.7240], [4.8236, 4.4485, 0.9068], [4.7589, 4.3299, -0.8765], [6.5023, 2.8026, -0.6108], [4.4854, 1.1626, 1.0969], [6.0751, 0.5649, 0.2844], [0.8040, 3.0344, -0.2561], [-1.0858, 3.5324, 1.0296], [5.6041, 5.0041, 2.7996], [5.5490, 3.5328, 3.7402], [5.1899, 5.0955, 4.4926], [1.2312, 4.8877, 4.5614], [2.6371, 4.8132, 5.6045], [2.3648, 6.2593, 4.5941], [2.1754, 2.2529, 4.3046], [3.7091, 1.8715, 3.5318], [2.2704, 2.0430, 2.5534], [1.1130, 7.1378, 2.2914], [4.2972, 7.5421, 2.2738], [2.7451, 7.0890, -0.7708], [1.9083, -4.5254, -3.3532], [0.2791, -6.3203, -3.5065], [-6.8273, -6.9187, 2.8493], [-6.7197, -7.1811, 1.3572], [-5.4333, -6.9356, 0.8151], [-4.3740, -7.7049, 1.3549], [-4.5433, -9.2049, 1.1829], [-6.5345, -5.8934, 3.0798], [-7.8564, -7.0680, 3.1771], [-6.1952, -7.5899, 3.4317], [-7.3822, -6.5057, 0.8158], [-7.0477, -8.2006, 1.1255], [-4.2171, -7.4571, 2.4111], [-3.4842, -7.3758, 0.8163], [-5.4108, -9.5860, 1.7226], [-3.6632, -9.7232, 1.5648], [-4.6648, -9.4574, 0.1285], [2.8010, 11.4933, 3.9838], [2.3311, 10.1877, 4.6002], [3.1195, 9.7374, 5.6890], [3.1898, 10.6075, 6.8087], [1.8463, 10.9047, 7.4500], [3.8414, 11.4147, 3.6643], [2.1869, 11.7344, 3.1157], [2.7286, 12.3270, 4.6827], [2.3958, 9.3900, 3.8573], [1.2763, 10.2582, 4.8894], [3.6985, 11.5393, 6.5387], [3.8331, 10.0916, 7.5213], [1.1783, 11.4433, 6.7770], [1.9902, 11.5238, 8.3356], [1.3515, 9.9802, 7.7506]],
  "atomic_forces_ev_per_a": [[-0.2, 0.0, -0.1], [0.1, 0.1, -0.3], [0.0, -0.3, 0.1], [-0.2, 0.1, 0.0], [-0.2, -0.5, 0.1], [0.2, 0.4, 0.1], [0.2, 0.1, -0.2], [0.5, 0.1, 0.2], [-0.1, 0.0, -0.1], [-0.1, 0.1, 0.0], [-0.1, 0.1, 0.0], [0.1, 0.0, 0.0], [0.0, -0.1, 0.0], [0.1, 0.1, 0.0], [0.1, -0.1, -0.2], [0.2, 0.0, 0.0], [-0.2, 0.1, 0.1], [-0.2, -0.6, 0.2], [-0.2, 1.2, -0.8], [0.6, -0.5, 0.4], [-0.7, -0.2, -0.7], [0.7, 0.6, 0.9], [0.1, -0.2, 0.0], [-0.1, -0.4, 0.5], [-0.2, -0.1, 0.0], [0.0, 0.1, 0.0], [1.1, -0.3, -0.4], [-0.1, -0.2, 0.7], [0.0, 0.2, -0.2], [-0.1, -0.2, -0.3], [0.2, 0.0, -0.3], [-1.6, 0.5, 0.4], [0.5, -0.5, 0.2], [0.2, -0.1, 0.0], [0.4, 0.1, -0.2], [0.1, 0.0, 0.1], [0.1, -0.1, 0.0], [0.2, 0.0, 0.1], [0.0, 0.0, 0.1], [0.0, 0.0, 0.0], [0.0, 0.1, 0.0], [0.1, 0.2, 0.1], [-0.1, 0.1, 0.0], [0.1, 0.0, 0.0], [0.0, -0.1, 0.0], [0.1, 0.0, 0.0], [0.0, 0.1, 0.0], [0.1, 0.1, 0.0], [-0.1, -0.1, 0.1], [-0.1, 0.0, 0.1], [0.0, -0.1, -0.1], [-0.2, -0.1, 0.0], [-0.3, 0.0, -0.2], [-0.1, -0.1, 0.1], [-0.1, 0.0, 0.0], [0.0, 0.0, 0.0], [-0.1, 0.0, 0.0], [-0.1, 0.0, 0.0], [0.0, 0.0, 0.0], [-0.1, 0.1, 0.1], [0.1, -0.1, 0.0], [0.0, 0.0, 0.0], [0.1, 0.0, 0.0], [0.1, 0.2, 0.0], [-0.1, 0.2, -0.1], [-0.2, 0.2, 0.0], [0.2, 0.2, 0.1], [-0.2, -0.3, -0.4], [-0.3, -0.3, -0.1], [0.1, 0.1, -0.1], [-0.1, -0.1, 0.1], [0.0, 0.0, 0.0], [0.0, -0.1, 0.0], [0.0, 0.0, 0.1], [-0.1, 0.1, 0.0], [0.1, 0.1, 0.1], [0.0, 0.1, 0.1], [-0.1, 0.0, 0.0], [0.0, -0.1, 0.0], [-0.1, 0.0, 0.0], [-0.2, 0.3, 0.0], [0.2, 0.1, 0.0], [-0.1, -0.1, -0.3], [0.0, 0.0, 0.0], [-0.1, -0.1, 0.0], [0.1, 0.0, 0.0], [-0.1, 0.0, 0.0], [0.0, 0.1, -0.1], [0.1, -0.1, 0.0], [-0.1, 0.0, 0.0], [0.0, 0.0, 0.0], [0.0, 0.0, 0.0], [0.0, 0.0, 0.0], [0.0, 0.0, 0.0], [0.0, 0.0, 0.0], [0.0, 0.0, 0.0], [0.0, 0.0, 0.0], [0.0, 0.0, 0.0], [0.0, 0.0, 0.0], [0.0, 0.0, 0.0], [0.1, 0.0, 0.1], [-0.1, 0.0, -0.1], [0.0, -0.1, 0.0], [0.0, 0.1, 0.1], [0.0, -0.1, -0.1], [0.0, 0.0, 0.0], [0.0, 0.0, 0.0], [0.0, 0.0, 0.0], [0.0, 0.0, 0.0], [0.0, 0.0, 0.0], [0.0, 0.0, 0.0], [0.0, 0.0, 0.0], [0.0, 0.0, 0.0], [0.0, 0.0, 0.0], [0.0, 0.0, 0.0]],
  "homo_ev": -9.9,
  "e_tot_ha": -3072.7323,
  "charge": 1
}